{"formula": "C24H19IrN4OS", "method": "the ωB97M-V functional and the def2-TZVPD basis", "species": ["Ir", "S", "O", "N", "N", "N", "N", "C", "C", "C", "C", "C", "C", "C", "C", "C", "C", "C", "C", "C", "C", "C", "C", "C", "C", "C", "C", "C", "C", "C", "C", "H", "H", "H", "H", "H", "H", "H", "H", "H", "H", "H", "H", "H", "H", "H", "H", "H", "H", "H"], "coordinates": [[-1.05863, 0.18748, -0.25143], [1.40530, -0.99302, 1.43635], [0.51609, -0.99748, 0.12920], [-1.62428, -0.77089, -2.02986], [-3.42631, 0.69374, -1.85523], [0.50621, 2.84621, 0.20172], [-2.86802, 0.95250, -0.62116], [-1.48172, -2.22870, -3.90872], [2.50860, 0.40964, 1.21310], [-0.99979, -1.73649, -2.69626], [3.55598, -2.40467, 0.42778], [4.16602, 2.69491, 0.93439], [4.30099, -3.56433, 0.36836], [-4.79401, 2.42505, -0.35104], [-3.79203, 3.08571, 2.19779], [3.56524, 2.16307, -0.17127], [-5.01318, 3.63332, 1.71528], [-2.64654, -1.69444, -4.45135], [-2.79326, -0.23781, -2.53655], [-3.08243, 2.22078, 1.42966], [2.84223, -4.62065, 1.99101], [2.72738, 1.00794, -0.04766], [-3.56324, 1.86090, 0.13302], [3.93963, 2.09627, 2.18536], [3.08317, 0.94800, 2.32414], [2.08238, -3.46456, 2.07065], [-0.08029, 1.85643, 0.07543], [3.94318, -4.66601, 1.14693], [2.44866, -2.37413, 1.28075], [-3.31130, -0.69235, -3.77291], [-5.49419, 3.28837, 0.43637], [-5.14605, 2.15318, -1.33276], [-2.15810, 1.79515, 1.79587], [4.53993, -5.56718, 1.09691], [4.40754, 2.50159, 3.07482], [-6.42229, 3.71467, 0.08091], [2.58064, -5.47799, 2.59539], [-3.02800, -2.06147, -5.39476], [2.26681, 0.59365, -0.93568], [-3.44026, 3.36369, 3.18165], [2.91688, 0.53401, 3.31208], [-5.57358, 4.31902, 2.33730], [1.23168, -3.41010, 2.73895], [5.16666, -3.61563, -0.27761], [4.80194, 3.56653, 0.85896], [3.83703, -1.54974, -0.17379], [-0.93401, -3.01151, -4.41378], [3.70615, 2.59902, -1.15156], [-4.22457, -0.24679, -4.14151], [-0.09024, -2.12488, -2.25527]], "atomic_forces_ev_per_a": [[-0.231, -0.224, -1.053], [-0.012, 0.030, 0.131], [0.072, 0.156, -0.147], [-0.001, -0.013, 0.355], [-0.075, -0.054, 0.002], [0.193, -0.122, -0.002], [0.216, 0.265, 0.452], [-0.020, 0.019, 0.041], [-0.030, -0.036, -0.079], [0.039, -0.116, -0.035], [-0.031, -0.071, -0.007], [0.030, -0.012, 0.146], [0.009, 0.016, -0.018], [0.019, 0.007, -0.009], [-0.036, 0.031, -0.004], [-0.026, -0.022, -0.036], [0.013, -0.008, -0.013], [0.034, -0.029, 0.000], [0.026, -0.103, -0.102], [0.013, -0.072, -0.040], [-0.009, 0.002, 0.015], [-0.033, 0.006, 0.059], [-0.064, 0.010, -0.140], [-0.008, 0.018, -0.102], [0.058, 0.014, 0.019], [0.034, -0.041, 0.025], [-0.232, 0.150, 0.377], [-0.008, 0.003, 0.001], [0.037, 0.093, -0.020], [0.028, 0.052, 0.097], [-0.010, 0.022, 0.025], [0.003, 0.000, 0.006], [-0.017, 0.001, 0.019], [0.002, 0.000, -0.001], [0.000, 0.006, 0.000], [-0.001, -0.001, 0.004], [0.005, -0.002, 0.000], [-0.006, 0.009, -0.001], [0.022, -0.022, 0.001], [0.002, -0.004, 0.000], [0.008, 0.006, 0.010], [0.001, 0.002, 0.000], [-0.004, 0.008, -0.004], [0.002, -0.009, 0.005], [0.005, -0.003, 0.013], [-0.002, 0.008, 0.002], [0.003, 0.002, 0.001], [-0.011, 0.005, -0.002], [-0.003, 0.000, 0.002], [-0.003, 0.022, 0.006]], "lumo_ha": [-0.343, -0.480], "homo_lumo_gap_ev": [7.01, 4.73], "multiplicity": 6, "total_energy_ev": -46844.73526, "e_homo_ev": [-16.34, -17.79], "charge": 3, "max_force_ev_per_a": 1.10}